{
  "formula": "C54H99I2NO9P",
  "method": "ωB97M-V/def2-TZVPD",
  "elements": ["C", "C", "P", "C", "C", "C", "C", "C", "C", "C", "C", "C", "C", "C", "C", "C", "C", "C", "C", "O", "O", "C", "C", "C", "C", "C", "N", "C", "I", "C", "C", "I", "H", "H", "H", "H", "H", "H", "H", "H", "H", "H", "H", "H", "H", "H", "H", "H", "H", "H", "H", "H", "H", "H", "H", "H", "H", "H", "H", "H", "H", "H", "H", "H", "H", "H", "H", "H", "H", "H", "H", "H", "H", "H", "H", "C", "C", "C", "O", "C", "H", "H", "H", "H", "H", "H", "H", "H", "C", "C", "C", "O", "C", "H", "H", "H", "H", "H", "H", "H", "H", "C", "C", "C", "O", "C", "H", "H", "H", "H", "H", "H", "H", "H", "C", "C", "C", "O", "C", "H", "H", "H", "H", "H", "H", "H", "H", "C", "C", "C", "O", "C", "H", "H", "H", "H", "H", "H", "H", "H", "C", "C", "C", "O", "C", "H", "H", "H", "H", "H", "H", "H", "H", "C", "C", "C", "O", "C", "H", "H", "H", "H", "H", "H", "H", "H"],
  "positions_angstrom": [[0.692, 0.308, -0.744], [0.459, -0.775, -1.258], [0.135, -2.446, -2.180], [1.058, -3.471, -0.897], [2.305, -2.886, -0.152], [2.071, -2.851, 1.410], [1.550, -1.495, 1.951], [2.592, -0.345, 1.886], [2.021, 0.885, 2.670], [2.295, 2.265, 1.977], [1.125, 3.278, 2.130], [-0.107, 2.997, 1.211], [-0.018, 3.574, -0.245], [1.403, 3.950, -0.732], [1.316, 4.694, -2.137], [2.813, 5.084, -2.533], [-1.606, -2.658, -1.342], [-2.103, -1.496, -0.430], [-3.520, -1.926, 0.051], [-4.552, -1.445, -0.331], [-3.501, -2.933, 1.045], [-0.378, -3.966, -3.295], [-0.715, -5.224, -2.722], [-1.127, -6.268, -3.590], [-1.177, -5.884, -4.935], [-0.831, -4.632, -5.429], [-0.445, -3.656, -4.600], [1.733, -2.083, -3.242], [2.912, -3.835, -3.767], [1.497, -1.123, -4.473], [2.426, -1.416, -5.705], [1.990, 0.965, -3.992], [1.160, 1.199, -0.359], [-0.580, -1.616, -3.146], [1.384, -4.476, -1.228], [0.341, -3.708, -0.080], [3.159, -3.592, -0.250], [2.702, -1.910, -0.463], [3.065, -3.016, 1.890], [1.437, -3.691, 1.751], [0.575, -1.234, 1.507], [1.353, -1.647, 3.039], [3.488, -0.686, 2.440], [2.856, -0.081, 0.848], [0.930, 0.815, 2.846], [2.477, 0.943, 3.680], [3.162, 2.722, 2.506], [2.613, 2.167, 0.926], [1.466, 4.321, 1.977], [0.763, 3.250, 3.181], [-0.973, 3.491, 1.701], [-0.318, 1.913, 1.247], [-0.691, 4.445, -0.370], [-0.389, 2.787, -0.932], [1.919, 4.678, -0.065], [2.026, 3.058, -0.938], [0.954, 4.012, -2.927], [0.691, 5.600, -2.042], [3.426, 5.255, -1.615], [3.254, 4.227, -3.080], [2.842, 5.999, -3.149], [-1.736, -3.591, -0.759], [-2.343, -2.719, -2.175], [-2.277, -0.538, -0.939], [-1.541, -1.397, 0.519], [-3.409, -3.782, 0.591], [-0.663, -5.391, -1.640], [-1.392, -7.259, -3.211], [-1.520, -6.640, -5.660], [-0.888, -4.449, -6.511], [2.400, -1.489, -2.588], [0.480, -1.185, -4.882], [2.113, -2.316, -6.255], [3.495, -1.375, -5.451], [2.250, -0.562, -6.397], [-5.617, -3.688, -4.533], [-6.151, -3.354, -5.915], [-5.117, -4.010, -6.815], [-4.613, -5.150, -6.109], [-5.053, -5.082, -4.744], [-6.373, -3.648, -3.749], [-4.814, -2.996, -4.267], [-7.127, -3.827, -6.061], [-6.259, -2.286, -6.099], [-4.276, -3.336, -7.012], [-5.536, -4.331, -7.772], [-5.825, -5.849, -4.602], [-4.217, -5.300, -4.077], [-6.685, -8.709, -6.156], [-8.120, -8.222, -6.268], [-8.876, -9.302, -5.510], [-7.987, -9.796, -4.504], [-6.664, -9.305, -4.759], [-5.942, -7.923, -6.294], [-6.498, -9.490, -6.899], [-8.226, -7.261, -5.757], [-8.465, -8.101, -7.295], [-9.141, -10.137, -6.168], [-9.787, -8.928, -5.040], [-6.436, -8.542, -4.006], [-5.945, -10.119, -4.657], [0.921, -6.886, 4.401], [-0.580, -6.900, 4.164], [-0.692, -6.160, 2.841], [0.511, -6.432, 2.113], [1.461, -7.045, 2.989], [1.268, -7.667, 5.079], [1.224, -5.919, 4.811], [-0.929, -7.930, 4.048], [-1.156, -6.434, 4.963], [-0.757, -5.077, 2.996], [-1.553, -6.478, 2.252], [1.542, -8.103, 2.712], [2.436, -6.575, 2.855], [4.753, 7.744, 1.914], [3.255, 7.891, 2.102], [2.716, 7.201, 0.861], [3.657, 6.173, 0.510], [4.853, 6.369, 1.275], [5.323, 7.825, 2.840], [5.117, 8.507, 1.220], [2.937, 7.349, 2.998], [2.921, 8.925, 2.193], [2.647, 7.896, 0.017], [1.734, 6.753, 1.025], [4.900, 5.582, 2.036], [5.722, 6.274, 0.621], [2.090, 4.860, 7.436], [0.585, 4.872, 7.231], [0.454, 5.606, 5.906], [1.635, 5.310, 5.154], [2.595, 4.682, 6.013], [2.436, 4.077, 8.111], [2.420, 5.825, 7.833], [0.218, 3.847, 7.129], [0.035, 5.353, 8.039], [0.410, 6.691, 6.055], [-0.426, 5.297, 5.340], [2.649, 3.623, 5.742], [3.576, 5.133, 5.854], [1.810, 0.683, 10.831], [0.302, 0.691, 10.631], [0.169, 1.425, 9.307], [1.349, 1.131, 8.552], [2.312, 0.507, 9.407], [2.160, -0.098, 11.506], [2.137, 1.648, 11.227], [-0.066, -0.333, 10.531], [-0.248, 1.171, 11.441], [0.124, 2.510, 9.456], [-0.712, 1.116, 8.742], [2.370, -0.552, 9.135], [3.291, 0.960, 9.246], [3.146, 10.030, -4.870], [1.719, 10.551, -4.882], [0.994, 9.489, -4.070], [1.939, 8.975, -3.126], [3.249, 9.435, -3.475], [3.897, 10.797, -5.061], [3.262, 9.244, -5.621], [1.670, 11.514, -4.367], [1.305, 10.678, -5.882], [0.665, 8.659, -4.705], [0.127, 9.884, -3.539], [3.548, 10.193, -2.742], [3.953, 8.603, -3.422]],
  "mulliken_charge": [0.13, -0.68, 2.78, -1.28, -0.58, -0.65, 0.15, -0.57, -1.05, -0.51, -0.45, -0.27, -0.92, 1.27, -0.86, -0.65, -1.16, 0.93, 0.13, -0.58, -0.49, -0.39, -0.44, -0.83, -0.34, -0.45, 0.03, -1.60, -0.10, 0.12, -1.71, -0.02, -0.75, 0.31, 0.49, 0.21, 0.52, 0.09, 0.62, -0.28, -0.59, 0.52, 0.36, 0.40, 0.42, 0.46, 0.57, 0.22, -0.19, 0.44, 0.56, -0.05, 0.53, 0.14, -0.65, -0.04, 0.38, 0.39, 0.08, 0.27, 0.14, -0.07, 0.10, 0.37, -0.27, 0.34, 0.37, 0.42, 0.28, 0.41, 0.77, 0.44, 0.40, 0.43, 0.49, -0.43, -0.58, -0.46, -0.40, 0.06, 0.41, 0.10, 0.24, 0.36, 0.27, 0.27, -0.02, 0.16, -0.40, -0.42, -0.44, -0.42, -0.34, 0.20, 0.31, 0.16, 0.35, 0.25, 0.29, 0.21, 0.28, -0.55, -0.56, -0.34, -0.37, -0.41, 0.35, 0.26, 0.27, 0.32, 0.24, 0.27, 0.29, 0.24, -0.59, -0.32, -0.09, -0.34, -0.56, 0.35, 0.27, -0.04, 0.39, 0.07, 0.27, 0.26, 0.26, -0.48, -0.38, -0.53, -0.30, -0.26, 0.25, 0.28, 0.10, 0.41, 0.27, 0.28, 0.10, 0.29, -0.55, -0.51, -0.39, -0.37, -0.40, 0.34, 0.26, 0.27, 0.33, 0.18, 0.31, 0.27, 0.27, -0.64, -0.52, -0.49, -0.29, -0.34, 0.34, 0.28, 0.26, 0.33, 0.29, 0.26, 0.26, 0.27],
  "charge": -1,
  "fmax_ev_per_a": 2.4,
  "e_lumo_ev": 1.95,
  "homo_lumo_gap_ev": 6.6
}